No. 1
C3H2F3I2O3S | wB97M-V/def2-TZVPD

Structure (XYZ):
```
14
Properties=species:S:1:pos:R:3
O -0.21492 -1.50607 -1.68633
C -0.86830 1.08987 -1.48384
S -1.25132 -0.61198 -2.10880
H -0.27403 -0.57233 0.69237
O -1.55799 -0.64136 -3.51134
F -1.75883 1.43566 0.60170
O -2.41139 -0.50749 -1.20432
I 0.21462 3.40662 0.23128
C -0.59416 1.36865 -0.12643
H 1.34127 0.30992 -0.04050
F -1.71034 1.97513 -2.11913
F 0.76086 0.77208 1.78511
C 0.33092 0.37676 0.53337
I 1.47810 1.60319 -3.06447
```

Summary:
Kohn-Sham gap (alpha / beta) = 6.754 / 6.753 eV
total charge = -1
HOMO level (alpha / beta) = -5.6 / -5.6 eV
LUMO level (alpha / beta) = 1.14 / 1.14 eV

=====

No. 2
C35H28N6O4S4W | wB97M-V/def2-TZVPD

Structure (XYZ):
```
78
Properties=species:S:1:pos:R:3
S -1.53144 2.93043 -1.97030
H -2.09994 2.41453 4.56060
N 0.09166 -0.36687 -1.75540
C 4.03366 1.02853 0.34630
C 0.92176 3.64923 -2.16100
H 2.38096 -4.54757 -1.61050
O -0.53594 0.05873 2.22890
N 1.40716 -2.49817 -0.40880
C -0.09064 5.11373 2.49820
N -2.39394 -0.31727 -0.71870
C -0.07044 3.33063 1.04010
C 0.51746 -3.72587 -2.24270
H 1.05956 -5.69107 -5.52010
H 5.05206 0.82323 0.08670
S -2.66974 -1.67197 1.74350
H 2.73836 -5.81447 -3.70980
H -5.07394 -0.61607 2.58220
O -0.58934 1.20983 0.11790
H 1.56536 -2.62287 6.16280
C 0.55836 -0.82877 5.61530
H -1.65584 0.12453 -4.62410
C -0.42094 -3.64897 -3.26910
N -3.62284 -0.07467 -0.18390
C 1.04226 -2.61417 4.08570
C 0.29416 2.29503 -0.00390
C 0.08366 2.94623 -1.35170
C 1.68816 1.78423 0.27280
O -0.60264 1.12243 4.94480
C -2.26104 -0.12567 -2.03940
W -0.67904 -0.69157 0.40140
C 1.56246 -0.21167 -3.65140
C -0.98514 -0.16797 -2.60720
H -2.16744 5.12193 3.18610
H -1.76374 4.12533 -4.07810
H 0.36196 -3.40927 1.53080
C -0.78294 -0.00667 -4.00290
H 1.44766 -3.59427 3.89090
S 3.03186 1.81053 -0.81210
C -3.83664 -0.60387 0.97610
H 2.13196 -0.59987 -1.63760
C -0.03754 -0.58837 3.29190
H 0.77426 4.72433 -4.07430
N -5.02744 -0.41917 1.59690
C -1.38164 4.70393 2.58720
C 1.65826 -4.50807 -2.41060
N 1.12276 -1.65407 0.66240
H -0.92694 -4.25547 -5.24920
H -1.29954 -3.03087 -3.15180
C 0.67026 4.32243 1.60640
C 2.03456 1.20853 1.46480
C -1.04414 3.85783 -3.33330
H -2.63424 0.80623 5.15200
C 1.31066 -0.39477 -2.31350
C 0.91656 -5.13157 -4.60640
S -1.70754 3.33863 1.58570
H 1.36856 1.17463 2.31070
C -0.21004 -4.34117 -4.44690
C -1.92934 1.33863 4.49860
C 0.27756 4.15603 -3.30940
C -0.05104 -0.08857 4.60720
C 0.50336 -1.86287 3.04480
H -2.07764 1.00913 3.46320
H 0.65006 0.11033 -5.58220
H 0.31986 5.94883 3.03800
H -3.14594 0.09103 -2.62470
H 2.57556 -0.21487 -4.01630
H -5.63704 0.27863 1.20410
C 0.41566 -2.31587 1.65160
H 0.57346 -0.41107 6.61070
C 1.85166 -5.20977 -3.58540
H 3.81546 0.29503 2.36110
C 1.09976 -2.07547 5.35780
C 0.47596 -0.01757 -4.52450
C 0.34676 -2.89497 -1.03890
H 1.96206 3.81593 -1.96030
C 3.37676 0.77133 1.50340
H 1.71396 4.49043 1.39870
O -0.84034 -2.46707 -0.68160
```

Summary:
Kohn-Sham gap = 5.795 eV
total charge = 0
HOMO level = -7.2 eV
LUMO level = -1.45 eV

=====

No. 3
C49H49N6O4OsS2Te | wB97M-V/def2-TZVPD

Structure (XYZ):
```
112
Properties=species:S:1:pos:R:3
H -3.92056 -0.29081 -3.85579
C -0.00832 -0.35310 -7.34693
C -1.46070 -2.11457 2.90104
C 4.98791 -7.05846 5.89604
C 2.77984 -2.52191 5.63400
C -2.67007 -3.23448 -0.52559
H -3.47434 6.18779 -2.74562
H 1.98766 -0.07388 -6.68077
H 4.15577 1.87034 -1.69570
H 1.20122 1.67382 3.38175
C -3.17389 -0.28087 2.76627
Os 1.45636 0.47236 -1.25195
H 2.10250 7.39947 -0.81718
H -0.79663 -4.55134 2.82748
H 0.40545 7.68076 -0.41669
C -5.16750 4.65846 -0.23625
C 3.47301 -3.64008 4.96226
H -2.75918 1.66102 -0.14313
H 2.52157 0.60634 3.34576
C 1.74730 4.81980 -0.99794
C 4.48582 -5.86292 5.08101
C 4.68333 -5.81382 3.67400
C 3.47984 2.68514 -1.37381
C -5.63925 2.41186 1.58206
C 1.30502 3.47780 -0.86123
H 4.61578 -6.99725 6.93691
H 1.81059 1.25363 1.73898
O -2.00655 1.53260 -3.37036
H 3.75895 -4.77326 6.76260
H -2.55387 -1.79836 -5.65985
O 0.78462 5.81355 -0.86342
H 0.68000 -4.23012 1.90332
H -5.48258 1.54507 2.25308
C -1.69857 -0.98464 -0.78753
H -6.51063 2.38798 0.96879
C -3.61553 -1.55551 -2.16708
C -3.38004 -0.46936 -2.92622
H -5.55193 6.37747 -1.34872
C -4.83951 5.61742 -1.23051
H 2.71607 -2.67167 6.71325
H -0.95287 -1.25847 -0.00625
C 4.18846 -4.73541 2.93532
H 5.00766 4.16840 -1.69870
Te 2.91914 -2.00331 2.35571
H -0.79765 -1.74092 -3.84684
H 1.52914 6.76948 0.73952
H -3.23324 0.40373 1.95010
C -2.34374 0.43930 -2.62900
H -2.37327 2.76610 -4.84022
H -1.88879 4.34184 -2.31141
O 2.85372 -0.56232 -4.14148
H 5.08969 -5.49305 1.10263
C 0.60485 -0.21479 2.83437
H -2.10481 -0.71328 -7.79294
C -1.52458 0.14273 -1.50265
C 3.52005 -3.67062 3.55170
C 2.13992 2.40737 -1.08183
C 3.91048 -4.74714 5.64660
C -2.84092 4.42931 -1.72924
S 5.31153 -2.13914 -1.12735
C 1.62099 0.87439 2.75638
C -0.89515 2.28508 -0.72082
C 3.08974 5.04545 -1.23686
C 0.89896 -1.56642 2.84117
H -4.44013 -2.17133 -2.52766
H -0.51826 4.14955 -0.26855
H 4.66891 -8.01896 5.48712
H -6.13573 4.68715 0.27645
H -5.70087 3.34396 2.17130
N 3.27257 -0.19145 -0.82359
H -3.62373 -1.45236 0.00026
C 0.15644 -4.00933 2.82934
H 0.72760 -4.45730 3.67433
H -3.95481 -1.06036 2.56331
C -2.98219 -1.80384 -0.83978
H -2.26858 -2.81463 3.01421
S 1.04331 -2.30943 -1.79381
C -1.30039 -0.74850 -7.05759
H 0.15934 0.09346 -8.31436
C 1.24366 6.98067 -0.30361
C 0.70594 -0.94532 -5.11902
C -4.33836 3.56656 -0.08504
C -3.70670 5.48917 -1.98187
C -2.90948 1.99265 -4.32195
H 4.89491 -3.73390 1.09887
H -0.99536 1.21202 2.76981
C -0.74109 0.17791 2.76783
N -0.08390 3.31881 -0.63340
C 3.97228 3.96421 -1.43661
C 0.96915 -0.37704 -6.36854
H 3.52472 6.00950 -1.43244
H -3.52780 0.20947 3.72539
H 6.09613 -7.01224 6.02467
C -0.12050 -2.53543 2.88868
C -1.75281 -0.77280 2.86759
H 3.48031 -4.76058 0.97311
N -2.29885 -4.32063 -0.32467
O -4.45992 2.52617 0.80681
C 1.70321 -0.89337 -4.02426
C 4.42816 -4.70279 1.46319
N 1.23771 -0.97117 -2.68655
H -3.18127 1.33169 -5.11369
N -0.48644 1.09486 -1.12590
H -3.83742 2.36910 -3.87222
C -1.55034 -1.37591 -5.83437
C -3.09624 3.51782 -0.75943
H 5.13450 -6.63353 3.08187
C 4.14703 -1.08456 -0.93318
C -0.57478 -1.40538 -4.86234
N -2.23149 2.46424 -0.42976
H 3.33158 -1.60759 5.43487
H 1.76178 -2.41387 5.28098
```

Summary:
Kohn-Sham gap (alpha / beta) = 6.911 / 5.809 eV
total charge = 0
multiplicity = 6
⟨S²⟩ = 8.81
HOMO level (alpha / beta) = -6.7 / -7.1 eV
LUMO level (alpha / beta) = 0.16 / -1.26 eV